DFT (the ωB97M-V functional and the def2-TZVPD basis) results for 19 unconnected molecules or ions with the total composition H39O19.

Computed properties:
highest occupied orbital energy = -13.4 eV
multiplicity = 1
ΔE to the lowest compared entry with this formula, charge and spin = 142.5 kcal/mol
Kohn-Sham gap = 10.24 eV
charge = +1

Geometry as XYZ:
```
58
H39O19 | the OMol25 dataset | the ωB97M-V functional and the def2-TZVPD basis
O -2.908 -1.869 -2.189
H -0.742 0.357 4.547
H -2.941 -2.638 -2.822
O 4.278 -0.583 -1.395
H 4.080 0.300 -1.444
H 5.136 -0.774 -1.501
O 0.742 0.082 1.973
H 1.466 0.079 2.524
H 0.989 -0.555 1.280
O 3.559 1.875 0.750
H 3.875 2.449 0.061
H 0.875 -2.549 3.166
O -0.621 -4.530 -0.303
H -0.954 -4.497 -1.155
H -0.073 -3.785 -0.669
O 1.895 -0.599 -4.711
H 1.534 -1.422 -4.439
H 2.546 -0.340 -4.251
O -0.044 2.610 2.633
H 0.805 0.209 4.118
H -1.000 2.895 2.451
O 0.110 0.843 4.429
H -0.101 1.725 3.250
O 0.098 3.757 -0.936
H -0.576 3.733 -1.566
H 0.357 4.744 -1.022
O 2.454 2.411 -1.872
H 1.915 2.287 -1.132
H -3.119 0.715 -0.454
O -2.572 2.962 2.091
H 0.099 2.129 1.853
H -3.093 2.112 2.555
O 0.114 -2.156 3.742
H -0.625 -2.459 3.342
H -2.686 2.812 1.128
O 3.449 -1.247 2.243
H 1.957 2.787 -2.591
H -3.777 -1.698 -1.834
O 1.960 -2.523 -2.795
H 1.289 -3.231 -3.012
H 3.437 2.270 1.518
O -0.978 -1.902 -0.462
H -1.852 -2.037 -0.365
H -0.799 -1.916 -1.411
O -0.873 0.465 -4.319
H -4.323 1.051 -2.135
H -0.012 0.390 -3.782
O -4.549 0.181 -2.125
H -1.037 -0.488 -4.230
H -3.804 -0.409 -2.384
O -2.905 0.536 0.533
H -2.628 -0.374 0.262
H 3.441 -1.283 1.323
O -3.238 -0.048 3.153
H -3.578 0.155 2.240
H -2.302 0.199 2.956
H 3.698 -2.250 2.575
H 2.748 -2.818 -2.451
```

---

DFT (the ωB97M-V functional and the def2-TZVPD basis) results for a molecular structure, C22H24N5NaSTe.

Computed properties:
highest occupied orbital energy (alpha / beta) = -6.2 / -6.2 eV
multiplicity = 1
ΔE to the lowest compared entry with this formula, charge and spin = 34.4 kcal/mol
Kohn-Sham gap (alpha / beta) = 5.49 / 5.42 eV

Geometry as XYZ:
```
54
C22H24N5NaSTe | the OMol25 dataset | the ωB97M-V functional and the def2-TZVPD basis
Na 1.331 0.676 -0.715
C 1.439 -1.994 -0.034
C 0.156 -2.351 0.455
C -0.626 -2.739 -0.662
C 0.135 -2.561 -1.814
C 1.427 -2.132 -1.432
H 2.305 -1.725 0.563
H -0.033 -2.675 1.469
H -1.642 -3.114 -0.632
H -0.195 -2.749 -2.826
H 2.262 -1.955 -2.099
C 1.540 0.888 5.132
C 1.116 2.112 4.642
C 0.572 2.214 3.364
C 0.469 1.074 2.574
C 0.942 -0.151 3.043
C 1.456 -0.242 4.323
N -0.057 1.121 1.234
N -0.668 2.264 1.010
C -1.096 2.406 -0.303
C -1.795 3.585 -0.612
C -2.313 3.729 -1.875
C -2.133 2.706 -2.813
C -1.401 1.602 -2.429
N -0.874 1.448 -1.211
H 1.930 0.809 6.139
H 1.180 2.998 5.262
H 0.218 3.157 2.979
H 0.874 -1.016 2.398
H 1.793 -1.202 4.694
H -1.918 4.332 0.158
H -2.861 4.623 -2.143
H -2.538 2.774 -3.812
H -1.217 0.790 -3.125
S 3.607 2.050 0.101
C 4.118 0.951 1.255
N 3.996 1.284 2.583
C 4.491 0.539 3.587
C 5.117 -0.636 3.294
C 5.134 -0.991 1.929
N 4.670 -0.246 0.957
H 3.478 2.134 2.779
H 4.348 0.914 4.589
H 5.534 -1.263 4.064
H 5.550 -1.945 1.621
C -2.748 0.818 2.806
Te -1.970 -0.429 1.259
C -2.261 -2.108 2.531
H -3.822 0.674 2.888
H -2.532 1.854 2.554
H -2.259 0.554 3.744
H -1.517 -2.098 3.327
H -2.156 -3.006 1.930
H -3.262 -2.049 2.953
```

---

DFT (the ωB97M-V functional and the def2-TZVPD basis) results for C15H26N2O6 in the gas phase.

Computed properties:
highest occupied orbital energy = -9.5 eV
multiplicity = 1
SMILES = CCOC(=O)CNC(=O)CCCCCC(=O)NCC(=O)OCC
ΔE to the lowest compared entry with this formula, charge and spin = 0.7 kcal/mol
Kohn-Sham gap = 10.17 eV

Geometry as XYZ:
```
49
C15H26N2O6 | the OMol25 dataset | the ωB97M-V functional and the def2-TZVPD basis
C 5.138 0.886 0.978
C 4.003 1.669 1.619
O 3.057 2.060 0.617
C 2.005 1.286 0.431
O 1.663 0.381 1.158
C 1.163 1.753 -0.756
N 0.818 0.607 -1.568
C 1.783 -0.316 -1.772
O 2.910 -0.137 -1.344
C 1.379 -1.555 -2.533
C 1.015 -2.669 -1.537
C -0.467 -2.666 -1.165
C -0.760 -3.582 0.026
C -0.450 -2.907 1.368
C -1.495 -1.840 1.625
O -2.653 -2.099 1.892
N -1.050 -0.568 1.504
C -1.965 0.532 1.615
C -2.353 1.096 0.259
O -1.944 0.684 -0.800
O -3.187 2.120 0.392
C -3.698 2.721 -0.804
C -4.890 1.945 -1.343
H 5.808 0.509 1.745
H 4.725 0.054 0.412
H 5.694 1.521 0.294
H 3.489 1.063 2.371
H 4.359 2.599 2.069
H 0.249 2.222 -0.390
H 1.748 2.476 -1.333
H -0.161 0.396 -1.704
H 0.541 -1.349 -3.199
H 2.240 -1.865 -3.126
H 1.264 -3.639 -1.973
H 1.629 -2.547 -0.643
H -0.800 -1.655 -0.925
H -1.044 -3.004 -2.029
H -1.817 -3.855 0.029
H -0.175 -4.499 -0.068
H 0.550 -2.475 1.370
H -0.521 -3.648 2.166
H -0.076 -0.369 1.296
H -1.558 1.335 2.235
H -2.879 0.148 2.086
H -3.983 3.732 -0.510
H -2.899 2.760 -1.552
H -4.585 0.941 -1.625
H -5.290 2.452 -2.217
H -5.666 1.877 -0.585
```

---

DFT (the ωB97M-V functional and the def2-TZVPD basis) results for a molecular structure, ClH2O2PS2.

Computed properties:
highest occupied orbital energy = -9.3 eV
multiplicity = 1
ΔE to the lowest compared entry with this formula, charge and spin = 67.0 kcal/mol
Kohn-Sham gap = 7.74 eV

Geometry as XYZ:
```
8
ClH2O2PS2 | the OMol25 dataset | the ωB97M-V functional and the def2-TZVPD basis
O -1.667 0.402 -2.726
O -1.129 0.481 -0.375
P 0.542 -0.334 0.894
S 1.849 0.072 -0.537
S -0.749 0.870 -1.730
Cl 1.540 -1.323 2.429
H -0.503 -1.010 0.618
H 0.118 0.840 1.428
```

---

Question: What is the ΔE to the lowest compared entry with this formula, charge and spin in the second record?
Answer: 34.4 kcal/mol

---

Question: Number 4 is which compound?
Answer: ClH2O2PS2